Record 1
Density functional theory data (ωB97M-V/def2-TZVPD) for a cluster of 7 separate species, C45H109N7O13 in total in a non-equilibrium geometry.

Atoms and positions in Å:
O (-4.017, 3.448, 0.429)
O (-2.072, -1.589, 5.761)
O (-2.238, -5.096, -4.395)
O (8.916, 2.928, -2.978)
O (-2.879, 5.338, 5.290)
O (4.337, 1.886, -4.763)
O (0.927, 0.288, -1.669)
O (-4.434, -2.946, -1.283)
O (1.955, 6.461, 1.352)
O (-1.375, -6.842, 8.118)
O (-9.619, -5.358, -4.673)
O (2.199, -8.052, -4.435)
O (4.567, 9.425, 3.052)
N (-6.439, -5.636, -2.926)
N (1.043, -0.234, -0.460)
N (1.032, -4.582, -5.411)
N (1.834, 8.827, 3.923)
N (-0.470, -4.186, 6.651)
N (-3.615, 5.676, 2.166)
N (6.233, 4.398, -4.038)
C (-5.495, -3.813, -1.544)
C (2.244, -1.772, 1.093)
C (3.549, 9.319, 2.084)
C (1.368, -6.016, -5.564)
C (9.519, 1.790, -3.545)
C (-5.221, -4.880, -2.680)
C (-4.538, 4.704, 0.078)
C (-4.175, 2.484, -0.565)
C (-2.801, 6.456, 4.455)
C (5.842, 3.289, -3.206)
C (0.061, -4.912, 7.842)
C (5.590, 2.001, -4.038)
C (1.124, 6.716, 2.495)
C (0.197, -0.613, 1.888)
C (-2.304, -5.124, -5.853)
C (-0.693, -1.744, 5.669)
C (2.288, -1.006, -0.261)
C (1.900, 7.338, 3.753)
C (2.416, -2.030, -1.486)
C (0.127, 0.311, 0.625)
C (2.199, 9.578, 2.726)
C (-1.438, -8.304, 8.134)
C (8.858, 3.992, -3.906)
C (-3.953, 6.420, 3.390)
C (-7.525, -5.011, -3.709)
C (5.926, 9.038, 2.727)
C (7.672, 4.922, -3.677)
C (-2.827, -2.421, 4.900)
C (0.345, 1.783, 1.021)
C (3.232, 1.456, -4.060)
C (-1.260, 0.177, 0.087)
C (0.089, -4.385, -4.302)
C (-10.428, -6.010, -5.657)
C (-0.973, -5.491, -3.860)
C (-0.092, -6.399, 7.771)
C (2.184, -6.602, -4.384)
C (1.436, 5.889, 0.131)
C (1.625, -0.969, 2.354)
C (-4.625, -1.843, -0.372)
C (3.332, -8.571, -5.116)
C (-4.828, 5.651, 1.233)
C (-2.631, 4.030, 4.856)
C (3.548, 0.005, -0.156)
C (-8.375, -6.040, -4.461)
C (-0.187, -2.719, 6.754)
H (-0.486, -0.705, 5.925)
H (-0.606, -4.485, 8.590)
H (-0.563, -2.479, 7.748)
H (1.086, -4.744, 8.171)
H (3.682, 0.336, 0.874)
H (-1.018, -8.757, 7.236)
H (3.073, -9.607, -5.333)
H (-1.597, 4.173, 4.544)
H (2.555, 9.207, 4.519)
H (1.478, -1.521, 3.283)
H (1.689, -6.521, -3.416)
H (4.151, -8.514, -4.398)
H (-1.615, -4.463, -6.380)
H (-2.639, 3.220, 5.584)
H (2.128, 10.568, 3.177)
H (2.700, -1.489, -2.388)
H (4.929, 3.443, -2.629)
H (2.383, 1.460, -4.743)
H (-3.302, -4.751, -6.083)
H (3.125, -2.833, -1.282)
H (1.619, 6.987, 4.745)
H (9.834, 4.472, -3.828)
H (1.174, 4.846, 0.313)
H (6.074, 7.960, 2.667)
H (-8.273, -4.503, -3.100)
H (7.596, 5.367, -2.685)
H (-2.982, 7.332, 5.078)
H (-2.391, -2.613, 3.919)
H (0.453, -4.151, -3.302)
H (2.237, -0.069, 2.395)
H (-1.029, -5.418, -2.774)
H (-3.686, -1.297, -0.284)
H (5.867, 1.079, -3.527)
H (8.760, 3.598, -4.918)
H (-0.389, 2.043, 1.784)
H (-1.940, 0.461, 0.890)
H (-3.091, 4.863, 2.457)
H (-4.492, -5.535, -2.203)
H (-0.128, 0.035, 2.701)
H (1.407, 1.836, 1.260)
H (6.629, 3.148, -2.466)
H (6.553, 9.564, 3.447)
H (-0.737, -6.546, -4.000)
H (-3.616, 1.638, -0.164)
H (3.635, 0.847, -0.843)
H (0.898, -2.817, 6.795)
H (3.217, -6.282, -4.244)
H (-10.123, -5.663, -6.644)
H (9.516, 0.926, -2.881)
H (1.407, -2.433, -1.573)
H (10.547, 1.877, -3.898)
H (0.491, -0.399, -2.180)
H (-4.828, 5.951, 3.840)
H (-7.169, -4.167, -4.300)
H (-1.407, -0.766, -0.439)
H (-2.387, -8.742, 8.442)
H (-5.418, 4.653, -0.563)
H (0.570, 6.471, -0.183)
H (-5.817, 5.309, 1.537)
H (3.594, -8.132, -6.079)
H (1.611, -2.651, 0.968)
H (-0.795, -8.565, 8.974)
H (0.804, 5.713, 2.777)
H (0.516, -6.602, -5.908)
H (-6.299, -6.633, -2.837)
H (-8.026, -6.230, -5.476)
H (-3.794, 5.154, -0.580)
H (2.991, 2.051, -3.180)
H (-1.855, 6.691, 3.968)
H (-1.345, 0.885, -0.738)
H (-2.129, -6.168, -6.112)
H (-4.897, 6.634, 0.767)
H (-5.440, -1.198, -0.701)
H (-5.174, 2.077, -0.720)
H (4.491, -0.519, -0.311)
H (3.598, 8.430, 1.455)
H (7.879, 5.761, -4.341)
H (0.697, -6.763, 8.428)
H (-3.136, -3.396, 5.278)
H (-3.815, -1.964, 4.849)
H (0.295, 7.368, 2.219)
H (2.318, 5.792, -0.502)
H (0.180, 2.491, 0.210)
H (9.136, 1.468, -4.513)
H (-4.267, 7.440, 3.169)
H (-0.293, -2.001, 4.688)
H (-4.687, -2.150, 0.672)
H (-5.646, -4.364, -0.616)
H (0.630, -4.156, -6.233)
H (-0.476, -3.484, -4.539)
H (0.226, -6.842, 6.827)
H (-4.733, -4.462, -3.560)
H (-3.205, 3.697, 3.991)
H (2.888, 6.879, 3.748)
H (-6.427, -3.249, -1.588)
H (3.313, 0.479, -3.583)
H (6.149, 4.026, -4.974)
H (1.935, -5.926, -6.491)
H (-11.446, -5.660, -5.831)
H (3.865, 10.026, 1.316)
H (-1.478, -4.246, 6.635)
H (3.269, -2.057, 1.333)
H (6.178, 9.435, 1.744)
H (-10.192, -7.074, -5.648)
H (1.391, 9.494, 2.000)
H (-3.636, 2.772, -1.468)
H (-0.487, -1.436, 1.684)
H (-8.359, -6.954, -3.867)
H (6.162, 1.884, -4.959)

Summary:
Max |F| (eV Å⁻¹): 5.07
Energy above the lowest of the compared OMol25 structures with the same formula, charge and spin (kJ/mol): 796.9
LUMO energy (eV): 0.539
Total energy (Eh): -3140.68594
HOMO-LUMO gap (eV): 8.27



Record 2
Density functional theory data (ωB97M-V/def2-TZVPD) for a cluster of 2 separate species, C4H8BrNO2S in total in a non-equilibrium geometry.

Atoms and positions in Å:
Br (2.312, 0.956, 2.667)
S (0.064, 1.688, -0.956)
O (-0.069, 3.131, -0.878)
O (0.296, 1.087, -2.253)
N (-1.437, 1.066, -0.389)
C (2.688, 1.215, 0.907)
C (3.706, 1.366, 0.122)
C (-1.598, -0.358, -0.447)
C (-0.806, -1.107, 0.625)
H (-1.017, -2.169, 0.567)
H (-1.074, -0.754, 1.618)
H (-2.664, -0.586, -0.350)
H (0.260, -0.952, 0.473)
H (3.555, 1.499, -0.939)
H (-1.266, -0.663, -1.441)
H (4.744, 1.377, 0.448)
H (-1.701, 1.488, 0.492)

Summary:
Max |F| (eV Å⁻¹): 1.29
Energy above the lowest of the compared OMol25 structures with the same formula, charge and spin (kJ/mol): 235.7
LUMO energy (spin up / spin down) (eV): -1.905 / -0.825
Total energy (Eh): -3334.48919
HOMO-LUMO gap (spin up / spin down) (eV): 7.09 / 8.52



Record 3
Density functional theory data (ωB97M-V/def2-TZVPD) for a cluster of 2 separate species, C3H3Cl2O2 in total in a non-equilibrium geometry.

Atoms and positions in Å:
Cl (-2.342, 0.029, 0.200)
Cl (-0.510, -2.129, 0.563)
O (2.299, 1.643, 1.140)
O (1.587, 1.878, -1.067)
C (0.942, 0.597, -0.722)
C (-2.322, -1.831, 0.294)
C (1.810, 1.354, 0.135)
H (-2.728, -2.040, 1.369)
H (-0.163, 0.699, -0.648)
H (1.427, -0.199, -1.263)

Summary:
Net charge: -1
Max |F| (eV Å⁻¹): 3.37
Energy above the lowest of the compared OMol25 structures with the same formula, charge and spin (kJ/mol): 335.4
LUMO energy (eV): 3.471
Total energy (Eh): -1186.91688
HOMO-LUMO gap (eV): 6.40



Record 4
Density functional theory data (ωB97M-V/def2-TZVPD) for a structure of composition C3H5NO2.

Atoms and positions in Å:
O (-1.750, 0.366, -0.031)
O (-0.346, 1.958, -0.976)
N (1.574, -0.586, 0.327)
C (0.229, -0.240, 0.116)
C (-0.497, 0.791, -0.345)
C (-1.104, -0.852, 0.494)
H (0.509, 1.925, -1.426)
H (-1.324, -0.985, 1.556)
H (-1.460, -1.701, -0.098)
H (2.103, -0.767, -0.518)
H (2.066, 0.090, 0.900)

Summary:
Max |F| (eV Å⁻¹): 0.40
Energy above the lowest of the compared OMol25 structures with the same formula, charge and spin (kJ/mol): 257.4
LUMO energy (eV): 0.518
Total energy (Eh): -322.47628
HOMO-LUMO gap (eV): 8.83



Record 5
Density functional theory data (ωB97M-V/def2-TZVPD) for the molecule C4H7N3 in a non-equilibrium geometry.

Atoms and positions in Å:
N (-1.153, 0.200, 2.057)
N (1.066, 0.922, -2.136)
N (0.722, -1.132, -0.780)
C (-0.160, -1.265, 0.350)
C (0.780, 0.218, -1.111)
C (0.178, 0.997, 0.016)
C (-0.526, -0.067, 0.836)
H (-0.251, 1.769, -0.641)
H (-0.357, -2.255, 0.756)
H (1.522, 0.490, -2.922)
H (0.933, 1.507, 0.624)
H (-1.656, -0.591, 2.443)
H (0.648, -1.809, -1.527)
H (-1.746, 1.017, 2.035)

Summary:
Max |F| (eV Å⁻¹): 1.63
Energy above the lowest of the compared OMol25 structures with the same formula, charge and spin (kJ/mol): 83.4
LUMO energy (eV): 0.999
Total energy (Eh): -320.85154
HOMO-LUMO gap (eV): 8.54



Record 6
Density functional theory data (ωB97M-V/def2-TZVPD) for the ion C3H5I2N4 with charge +1 in a non-equilibrium geometry.

Atoms and positions in Å:
I (-1.441, -2.242, 0.038)
I (-4.376, 0.532, -0.014)
N (0.439, -1.330, -0.042)
N (0.528, 2.302, 0.588)
N (0.101, 1.059, 0.154)
N (1.357, -2.261, -0.490)
C (-2.474, 1.062, 0.068)
C (-1.244, 0.852, 0.020)
C (0.801, -0.010, -0.006)
H (1.500, 2.324, 0.888)
H (0.428, 3.069, -0.038)
H (1.277, -2.935, 0.218)
H (1.234, -2.612, -1.432)
H (1.870, 0.189, 0.049)

Summary:
Net charge: +1
Max |F| (eV Å⁻¹): 4.78
2S+1: 3
LUMO energy (spin up / spin down) (eV): -3.831 / -7.303
Total energy (Eh): -931.17644
HOMO-LUMO gap (spin up / spin down) (eV): 7.06 / 5.52



Record 7
Density functional theory data (ωB97M-V/def2-TZVPD) for a structure of composition C51H66Cl2N6O4S5SbSn in a non-equilibrium geometry.

Atoms and positions in Å:
Sb (-2.016, 2.607, 1.710)
Sn (-0.288, -1.006, -0.658)
Cl (7.777, 0.273, -2.256)
Cl (-5.154, -5.210, 1.650)
S (2.929, 2.853, -0.245)
S (0.533, 1.141, 0.342)
S (5.461, 3.570, -1.627)
S (1.971, -1.071, -1.833)
S (4.161, 0.924, -2.052)
O (-1.786, 0.450, 2.188)
O (1.561, -5.595, -0.976)
O (-2.584, 0.748, 0.192)
O (-0.506, -0.778, -8.613)
N (-0.613, -0.448, -6.378)
N (2.087, -4.175, 1.275)
N (-1.445, 1.148, -7.872)
N (0.846, -2.401, 1.147)
N (2.830, -3.180, 1.757)
N (-1.479, -0.135, -2.873)
C (2.813, -5.879, -0.355)
C (0.898, -3.703, 0.909)
C (-2.800, 5.222, 0.177)
C (-1.405, 2.262, -7.012)
C (-0.456, 4.537, -0.408)
C (-2.754, -2.131, 2.356)
C (3.671, -7.729, -1.898)
C (-2.367, -0.002, 1.164)
C (-3.437, -3.322, 2.480)
C (-2.415, 4.321, -6.283)
C (3.135, -7.413, -0.494)
C (-2.440, 3.188, -7.075)
C (-0.339, 3.620, -5.341)
C (-2.724, 0.327, -2.949)
C (-3.713, -1.819, 0.161)
C (7.242, -2.367, -2.492)
C (5.799, -2.450, -0.128)
C (-1.374, -0.172, -5.267)
C (-4.271, -3.753, 1.452)
C (-5.067, 2.070, 1.164)
C (4.271, 2.507, -1.317)
C (-0.595, 3.153, 3.502)
C (0.503, 4.016, 2.923)
C (6.669, -3.553, -2.068)
C (-4.231, 2.415, 2.383)
C (-4.377, 1.331, 3.437)
C (-1.360, 4.562, -5.411)
C (7.092, -1.223, -1.724)
C (-2.369, 3.297, -1.396)
C (-0.348, 2.491, -6.138)
C (3.838, -4.913, -0.993)
C (-0.840, -0.064, -7.701)
C (-2.700, 0.269, -5.335)
C (2.621, 0.465, -1.354)
C (4.157, -7.907, 0.536)
C (2.064, -2.127, 1.673)
C (6.375, -1.262, -0.539)
C (5.274, -4.886, -0.452)
C (-2.905, -1.362, 1.202)
C (-0.054, 1.851, 4.038)
C (-3.370, 0.530, -4.157)
C (-1.430, 3.895, 4.525)
C (-1.881, 4.090, -0.218)
C (5.941, -3.607, -0.887)
C (-0.826, -0.378, -3.997)
C (1.847, -8.229, -0.301)
C (-4.385, -3.018, 0.274)
C (2.593, -5.508, 1.133)
C (-4.669, 3.741, 2.981)
C (2.055, 1.357, -0.517)
C (-1.296, 5.820, -4.598)
H (3.874, -5.109, -2.067)
H (2.353, -1.150, 2.002)
H (0.620, 2.051, 4.872)
H (-4.145, 3.952, 3.908)
H (6.792, -4.450, -2.662)
H (-3.341, -3.922, 3.372)
H (0.501, 3.777, -4.680)
H (-3.836, 4.898, 0.256)
H (-4.843, 1.069, 0.804)
H (-2.342, 3.909, -2.298)
H (0.187, -0.749, -3.901)
H (-3.808, -1.225, -0.734)
H (0.119, 4.976, 2.586)
H (1.440, -8.114, 0.701)
H (-0.781, 4.248, 5.328)
H (-4.523, 4.578, 2.305)
H (0.106, -1.152, -6.281)
H (-4.163, 0.340, 3.044)
H (-6.123, 2.097, 1.436)
H (-4.996, -3.376, -0.539)
H (1.869, -6.200, 1.562)
H (0.486, 1.807, -6.111)
H (-0.135, 5.226, 0.367)
H (0.225, 3.689, -0.457)
H (-3.190, 0.382, -6.287)
H (3.425, -3.904, -0.882)
H (-1.715, 1.341, -8.828)
H (4.660, -7.308, -2.052)
H (4.410, -8.939, 0.303)
H (-4.392, 0.878, -4.169)
H (-1.919, 4.768, 4.097)
H (-1.585, 5.632, -3.564)
H (-2.101, -1.781, 3.142)
H (3.748, -8.807, -2.012)
H (2.070, -9.282, -0.449)
H (-3.210, 0.546, -2.012)
H (-3.737, 1.518, 4.298)
H (-1.965, 6.573, -5.004)
H (-0.284, 6.219, -4.590)
H (1.672, -5.680, -1.929)
H (-2.761, 5.991, -0.596)
H (3.002, -7.365, -2.675)
H (-3.253, 3.027, -7.768)
H (-0.380, 5.063, -1.361)
H (1.253, 4.208, 3.691)
H (-0.854, 1.200, 4.387)
H (-2.185, 3.248, 4.970)
H (-5.412, 1.330, 3.786)
H (0.106, -4.304, 0.514)
H (5.073, -7.328, 0.516)
H (0.503, 1.331, 3.262)
H (5.836, -5.738, -0.839)
H (-4.906, 2.774, 0.350)
H (-5.733, 3.674, 3.215)
H (7.799, -2.331, -3.413)
H (3.531, -5.566, 1.681)
H (-2.491, 5.688, 1.111)
H (6.274, -0.368, 0.054)
H (-1.716, 2.443, -1.566)
H (3.751, -7.890, 1.544)
H (-3.225, 5.033, -6.357)
H (5.227, -2.487, 0.788)
H (5.271, -4.931, 0.637)
H (-3.387, 2.939, -1.261)
H (1.001, 3.512, 2.096)
H (1.081, -7.939, -1.016)

Summary:
Net charge: +1
Max |F| (eV Å⁻¹): 1.60
Energy above the lowest of the compared OMol25 structures with the same formula, charge and spin (kJ/mol): 93.2
LUMO energy (eV): -3.516
Total energy (Eh): -5978.24019
HOMO-LUMO gap (eV): 5.68



Record 8
Density functional theory data (ωB97M-V/def2-TZVPD) for a structure of composition F6N3NaO12S6 in a non-equilibrium geometry.

Atoms and positions in Å:
S (2.946, -0.793, 1.371)
S (-3.937, -0.108, 0.091)
S (0.602, 3.444, 0.145)
S (-2.745, -1.906, -1.032)
S (1.728, -2.748, 0.800)
S (1.483, 2.081, -1.610)
Na (-0.384, 0.091, 0.656)
F (-3.362, 1.111, 0.991)
F (2.687, 0.688, 1.967)
F (0.264, -3.297, 1.129)
F (1.402, 0.550, -2.131)
F (-1.280, -2.083, -1.729)
F (-0.766, 3.486, 0.993)
O (3.419, -0.477, 0.072)
O (-3.608, -2.046, -2.164)
O (1.753, -2.719, -0.633)
O (-4.874, 0.480, -0.827)
O (3.913, -1.355, 2.299)
O (-2.663, -2.972, -0.069)
O (0.446, 4.622, -0.670)
O (2.516, -3.712, 1.509)
O (1.604, 3.388, 1.165)
O (-4.440, -0.902, 1.163)
O (2.827, 2.150, -1.136)
O (1.118, 2.802, -2.801)
N (-2.445, -0.487, -0.523)
N (0.328, 1.978, -0.580)
N (1.469, -1.266, 1.554)

Summary:
Net charge: -2
Max |F| (eV Å⁻¹): 7.31
Energy above the lowest of the compared OMol25 structures with the same formula, charge and spin (kJ/mol): 165.8
LUMO energy (eV): 4.057
Total energy (Eh): -4217.90773
HOMO-LUMO gap (eV): 9.16